1.
{"formula": "C25H27BrN5O3", "method": "wB97M-V/def2-TZVPD", "e_lumo_ev": 2.51, "max_force_ev_per_a": 3.22, "e_homo_ev": -2.712, "total_charge": -1, "orbital_gap_ev": 5.22, "species": ["C", "C", "O", "O", "C", "N", "C", "C", "O", "Br", "H", "H", "H", "H", "H", "H", "H", "N", "C", "C", "C", "C", "C", "H", "H", "H", "H", "H", "N", "C", "C", "C", "C", "C", "H", "H", "H", "H", "H", "N", "C", "C", "C", "C", "C", "H", "H", "H", "H", "H", "N", "C", "C", "C", "C", "C", "H", "H", "H", "H", "H"], "positions_angstrom": [[-2.471, -1.781, -0.701], [-1.421, -2.828, -0.885], [-1.693, -3.980, -0.869], [-0.157, -2.410, -1.073], [0.741, -2.944, -0.023], [0.187, -2.658, 1.255], [1.097, -1.971, 2.114], [0.511, -0.568, 2.297], [-0.419, -0.310, 2.929], [1.457, 0.846, 1.261], [-3.425, -2.290, -0.782], [-2.434, -1.033, -1.490], [-2.388, -1.327, 0.279], [0.798, -4.035, -0.128], [1.704, -2.459, -0.206], [2.117, -1.872, 1.718], [1.131, -2.478, 3.089], [-2.643, 1.745, -0.553], [-3.549, 2.720, -0.627], [-3.803, 3.617, 0.397], [-3.075, 3.493, 1.572], [-2.131, 2.487, 1.671], [-1.952, 1.643, 0.584], [-4.093, 2.777, -1.564], [-4.550, 4.392, 0.279], [-3.243, 4.174, 2.399], [-1.542, 2.351, 2.567], [-1.222, 0.844, 0.621], [-6.782, 0.230, -2.461], [-8.070, 0.419, -2.742], [-8.858, 1.386, -2.137], [-8.275, 2.202, -1.182], [-6.938, 2.022, -0.873], [-6.237, 1.027, -1.540], [-8.484, -0.246, -3.493], [-9.900, 1.494, -2.408], [-8.857, 2.969, -0.684], [-6.445, 2.636, -0.133], [-5.189, 0.848, -1.334], [4.587, -2.787, 0.405], [4.397, -4.074, 0.693], [5.356, -4.875, 1.298], [6.578, -4.309, 1.618], [6.793, -2.972, 1.325], [5.767, -2.260, 0.722], [3.425, -4.474, 0.424], [5.146, -5.914, 1.512], [7.353, -4.901, 2.091], [7.734, -2.491, 1.559], [5.889, -1.210, 0.478], [3.708, 2.385, -0.418], [4.256, 3.594, -0.319], [5.566, 3.878, -0.675], [6.352, 2.845, -1.158], [5.800, 1.579, -1.266], [4.477, 1.404, -0.885], [3.603, 4.370, 0.068], [5.958, 4.882, -0.575], [7.381, 3.024, -1.446], [6.380, 0.745, -1.638], [3.999, 0.432, -0.954]], "forces_ev_per_a": [[-0.326, -0.022, -0.695], [0.578, 1.086, 0.111], [-0.665, -2.293, -0.011], [0.159, 0.688, -0.174], [-0.670, 0.057, 1.436], [0.737, 0.001, -0.447], [-0.165, -0.030, -0.559], [2.222, -2.015, -0.485], [-2.532, 1.324, 1.474], [0.240, 0.334, -0.346], [-0.202, -0.010, 0.115], [0.216, 0.278, 0.163], [0.269, 0.147, 0.136], [-0.001, -0.007, -0.732], [0.081, -0.078, -0.269], [0.081, -0.018, 0.108], [0.087, 0.439, 0.329], [-0.116, 0.193, 0.188], [0.170, 0.032, -0.060], [-0.010, 0.006, -0.005], [-0.002, 0.020, 0.059], [-0.049, 0.114, 0.044], [-0.002, -0.273, -0.250], [-0.009, 0.125, 0.003], [0.009, 0.002, -0.028], [-0.002, -0.004, -0.006], [0.043, -0.088, -0.043], [-0.051, 0.033, 0.027], [-0.157, 0.147, 0.062], [0.101, -0.091, -0.058], [-0.001, 0.008, 0.007], [-0.032, 0.057, 0.040], [-0.083, 0.005, -0.033], [0.078, -0.245, -0.103], [-0.058, 0.031, 0.006], [0.004, -0.021, -0.012], [0.002, -0.009, 0.000], [0.043, -0.035, 0.004], [-0.012, -0.020, 0.064], [0.191, -0.105, 0.032], [-0.197, 0.102, -0.093], [0.044, 0.042, -0.002], [0.056, -0.055, 0.038], [0.000, -0.023, 0.005], [-0.117, 0.089, -0.065], [-0.003, -0.010, 0.041], [-0.033, 0.006, -0.009], [-0.007, 0.005, -0.001], [-0.015, 0.024, -0.002], [0.051, 0.003, 0.043], [0.253, 0.202, -0.123], [-0.111, -0.050, 0.022], [0.016, -0.016, 0.004], [0.084, 0.003, -0.020], [0.013, 0.078, 0.021], [-0.218, -0.168, 0.031], [0.041, 0.039, -0.009], [-0.017, 0.004, 0.011], [-0.007, 0.002, 0.002], [-0.029, -0.019, -0.009], [0.030, -0.022, 0.024]], "mulliken_charge": [-0.901, 0.640, -0.605, -0.408, 0.037, -0.633, -0.064, 0.469, -0.467, -0.323, 0.352, 0.338, 0.201, 0.104, 0.128, -0.017, 0.262, -0.383, -0.772, -0.467, -0.385, -0.196, -0.275, 0.812, 0.462, 0.371, 0.396, 0.292, -0.499, -0.256, -0.305, -0.445, -0.207, -0.343, 0.359, 0.351, 0.370, 0.367, 0.644, -0.221, 0.087, -0.671, -0.158, -0.653, 0.016, 0.255, 0.365, 0.365, 0.363, 0.265, -0.281, -0.239, -0.442, -0.183, -0.566, -0.199, 0.358, 0.341, 0.359, 0.387, 0.451]}

=====

2.
{"formula": "C25H27CoGeN4", "method": "wB97M-V/def2-TZVPD", "e_lumo_ev": [2.21, 2.23], "max_force_ev_per_a": 3.28, "e_homo_ev": [-2.320, -3.923], "total_charge": -1, "spin_multiplicity": 4, "orbital_gap_ev": [4.53, 6.15], "species": ["Co", "N", "C", "C", "C", "C", "C", "C", "C", "C", "N", "C", "H", "H", "H", "H", "H", "H", "H", "H", "C", "C", "C", "C", "C", "C", "N", "N", "C", "C", "C", "C", "C", "C", "H", "H", "H", "H", "H", "H", "H", "H", "H", "C", "Ge", "C", "C", "C", "H", "H", "H", "H", "H", "H", "H", "H", "H", "H"], "positions_angstrom": [[-0.486, 0.692, -0.294], [-0.998, 0.694, 2.551], [-0.995, -0.709, 2.670], [-0.803, -1.352, 3.865], [-0.960, -2.722, 3.964], [-1.481, -3.482, 2.963], [-1.768, -2.819, 1.676], [-2.563, -3.451, 0.714], [-2.808, -2.838, -0.506], [-2.319, -1.520, -0.649], [-1.547, -0.945, 0.253], [-1.445, -1.481, 1.528], [-0.664, 1.077, 1.634], [-0.626, 1.219, 3.344], [-0.540, -0.808, 4.757], [-0.890, -3.173, 5.004], [-1.797, -4.530, 3.133], [-3.110, -4.346, 1.090], [-3.344, -3.349, -1.308], [-2.493, -1.018, -1.629], [2.305, -0.824, -4.846], [2.074, -1.479, -3.573], [1.258, -0.914, -2.625], [0.476, 0.219, -3.005], [0.672, 0.880, -4.272], [1.610, 0.336, -5.160], [-0.546, 0.745, -2.119], [-1.575, 1.309, -2.740], [-2.279, 2.085, -1.858], [-3.259, 2.972, -2.335], [-3.859, 3.811, -1.371], [-3.582, 3.597, -0.022], [-2.605, 2.740, 0.406], [-1.904, 1.957, -0.459], [3.158, -1.193, -5.468], [2.652, -2.412, -3.416], [1.298, -1.194, -1.585], [0.188, 1.821, -4.480], [1.810, 0.929, -6.054], [-3.457, 3.050, -3.378], [-4.605, 4.531, -1.703], [-3.973, 4.247, 0.785], [-2.483, 2.746, 1.490], [3.876, -0.684, 0.196], [2.722, 0.383, 1.436], [2.574, -0.917, 2.933], [3.917, 1.923, 1.979], [1.208, 1.237, 0.468], [3.872, -0.202, -0.796], [3.471, -1.652, -0.034], [4.925, -0.851, 0.531], [3.448, -0.817, 3.633], [2.584, -1.818, 2.388], [1.681, -0.674, 3.566], [3.725, 2.324, 3.006], [3.776, 2.779, 1.325], [4.957, 1.589, 1.893], [1.529, 2.278, 0.506]], "forces_ev_per_a": [[1.237, 0.394, 0.905], [0.249, -0.831, 0.037], [-0.438, 1.689, -0.717], [0.279, 0.612, -0.365], [-0.882, -1.771, 1.956], [-0.660, 0.225, -1.330], [-0.133, -1.234, 2.856], [-0.857, -0.473, -0.727], [-0.097, -0.385, 1.307], [0.835, -0.629, -1.195], [-1.597, 0.398, 1.098], [0.921, 0.050, -1.220], [-0.161, -0.073, 1.170], [0.001, -0.440, -0.458], [0.109, 0.288, 0.016], [0.234, 0.457, -1.455], [0.357, 0.749, -0.257], [0.804, 0.269, -0.906], [-0.117, 0.401, 0.324], [0.479, -0.032, 0.941], [0.389, -1.002, 0.901], [1.305, 0.311, -1.819], [-0.440, 1.201, -0.694], [-1.594, 1.250, 0.109], [0.614, -1.711, 1.137], [-0.204, 0.597, 0.477], [1.764, -0.994, -2.584], [0.116, 0.447, -0.614], [0.370, -0.375, 0.528], [0.286, 0.448, 2.099], [-0.342, -0.921, -0.660], [-0.802, 2.177, 0.119], [0.138, -0.230, 1.089], [-0.262, -0.375, -1.419], [-1.095, 0.241, 0.367], [-0.383, 0.786, 0.308], [-0.416, -0.467, 0.132], [-0.268, -0.148, 0.064], [0.157, -0.411, 0.025], [-0.131, 0.062, -0.633], [0.127, -0.001, 0.220], [-0.314, -0.264, -0.812], [0.418, -0.366, -0.161], [0.373, 0.651, -0.559], [0.586, 0.840, -0.314], [-0.071, 2.539, 1.615], [-0.200, -0.201, 0.752], [0.413, -0.803, 0.443], [0.292, 0.103, 0.372], [-0.432, -0.700, 0.205], [-0.670, 0.336, -0.069], [-0.536, -0.235, -0.917], [-0.365, -1.492, 0.039], [0.624, -0.821, -0.776], [0.185, -0.558, -0.625], [-0.044, -0.023, -0.328], [-0.072, 0.168, 0.196], [-0.078, 0.275, -0.197]], "mulliken_charge": [-1.045, -0.129, 0.120, -0.827, -0.327, -0.911, 1.004, -0.483, -1.060, 0.139, 0.462, 0.084, -0.295, 0.300, 0.426, 0.262, 0.293, 0.288, 0.397, 0.275, -0.407, -0.666, -0.041, 0.162, -0.539, -0.429, 1.196, -1.104, 0.050, -0.713, -0.453, -0.694, 0.063, 1.020, 0.274, 0.279, 0.164, 0.404, 0.312, 0.464, 0.336, 0.279, 0.244, -1.415, 0.836, -1.089, -1.339, -0.956, 0.360, 0.405, 0.405, 0.365, 0.369, 0.223, 0.329, 0.402, 0.359, 0.573]}

=====

3.
{"formula": "C25H27F12I2N2O10P", "method": "wB97M-V/def2-TZVPD", "e_lumo_ev": -0.34, "max_force_ev_per_a": 1.16, "e_homo_ev": -9.323, "relative_energy_kj_mol": 19.2, "smiles": "C[C@@H](I)[C@@H](I)[C@@](N)(CCC(=O)O)[C@H](O[C@@](F)(C(=O)C(F)(F)C(F)(F)C(F)(F)C(=O)O)P(=O)(O)O)C(F)(F)c1cccc(C(F)(F)F)c1.CN(C)C=O", "total_charge": 0, "orbital_gap_ev": 8.98, "species": ["C", "C", "I", "C", "I", "C", "N", "C", "C", "C", "O", "O", "C", "O", "C", "F", "C", "O", "C", "F", "F", "C", "F", "F", "C", "F", "F", "C", "O", "O", "P", "O", "O", "O", "C", "F", "F", "C", "C", "C", "C", "C", "C", "F", "F", "F", "C", "H", "H", "H", "H", "H", "H", "H", "H", "H", "H", "H", "H", "H", "H", "H", "H", "H", "H", "H", "H", "C", "O", "N", "C", "C", "H", "H", "H", "H", "H", "H", "H"], "positions_angstrom": [[4.063, 3.149, 2.517], [2.898, 3.692, 1.687], [2.379, 5.660, 2.475], [3.107, 3.851, 0.170], [5.033, 4.731, -0.209], [2.809, 2.595, -0.696], [2.559, 3.148, -2.042], [3.918, 1.507, -0.728], [4.928, 1.586, -1.862], [4.523, 0.788, -3.058], [3.628, -0.008, -3.096], [5.285, 1.067, -4.129], [1.435, 1.985, -0.305], [0.563, 3.040, 0.119], [-0.594, 3.249, -0.620], [-0.341, 3.353, -1.955], [-1.599, 2.060, -0.511], [-1.498, 1.160, -1.279], [-2.750, 1.998, 0.513], [-2.279, 2.028, 1.779], [-3.567, 3.045, 0.354], [-3.632, 0.720, 0.375], [-4.115, 0.601, -0.869], [-4.702, 0.921, 1.184], [-2.973, -0.623, 0.831], [-3.366, -0.877, 2.102], [-1.654, -0.548, 0.825], [-3.444, -1.794, -0.059], [-2.784, -2.229, -0.929], [-4.631, -2.299, 0.282], [-1.236, 4.935, -0.145], [-2.413, 5.280, -0.928], [-1.428, 4.891, 1.418], [0.021, 5.862, -0.392], [1.471, 0.855, 0.762], [2.546, 0.984, 1.592], [0.381, 1.052, 1.582], [1.384, -0.580, 0.297], [1.307, -1.541, 1.325], [1.170, -2.895, 1.031], [1.126, -3.321, -0.296], [1.220, -2.368, -1.313], [1.183, -2.814, -2.749], [0.437, -2.010, -3.509], [0.703, -4.055, -2.878], [2.423, -2.823, -3.282], [1.349, -1.006, -1.023], [3.694, 2.525, 3.324], [4.753, 2.550, 1.932], [4.629, 3.956, 2.967], [2.014, 3.121, 1.905], [2.409, 4.597, -0.177], [3.273, 3.807, -2.314], [2.441, 2.422, -2.735], [4.477, 1.548, 0.201], [3.494, 0.509, -0.752], [5.176, 2.584, -2.201], [5.867, 1.161, -1.511], [5.182, 0.333, -4.750], [1.024, 1.542, -1.205], [-5.179, -1.641, 0.731], [-0.647, 4.489, 1.836], [0.156, 5.974, -1.343], [1.334, -1.218, 2.355], [1.085, -3.589, 1.850], [1.007, -4.368, -0.513], [1.391, -0.298, -1.836], [-4.315, -7.707, 1.504], [-3.107, -7.659, 1.382], [-5.127, -6.632, 1.493], [-6.562, -6.745, 1.649], [-4.531, -5.317, 1.318], [-4.858, -8.658, 1.641], [-7.073, -6.346, 0.771], [-6.894, -6.193, 2.530], [-6.838, -7.791, 1.768], [-3.999, -5.272, 0.368], [-3.816, -5.124, 2.119], [-5.307, -4.559, 1.333]], "forces_ev_per_a": [[-0.076, 0.086, 0.113], [0.746, 0.531, 0.162], [-0.184, -0.224, 0.013], [-0.318, -0.532, 0.665], [-0.063, 0.053, -0.090], [0.283, 0.288, -1.091], [-0.305, 0.098, 0.474], [0.307, 0.251, 0.545], [-0.127, -0.033, 0.056], [-0.011, 0.255, -0.116], [-0.346, -0.380, -0.007], [0.497, -0.177, 0.038], [0.285, -0.247, 0.247], [-0.082, -0.150, -0.256], [-0.534, 0.393, 0.621], [0.222, -0.058, -0.228], [0.003, 0.318, 0.161], [0.251, -0.692, -0.600], [-0.076, -0.131, 0.185], [0.131, -0.031, 0.082], [-0.072, 0.159, -0.128], [-0.009, 0.224, 0.497], [0.083, 0.005, -0.233], [-0.066, -0.002, -0.026], [-0.597, 0.010, -0.007], [0.032, 0.038, 0.208], [0.549, 0.021, -0.138], [-0.193, 0.243, 0.409], [0.761, -0.453, -0.660], [-0.599, 0.121, -0.211], [-0.631, 0.022, -0.418], [-0.136, -0.040, 0.013], [0.479, -0.177, -0.106], [0.367, -0.099, 0.078], [-0.787, -0.045, -0.085], [0.170, -0.110, 0.101], [0.056, 0.123, 0.108], [0.154, -0.761, 0.282], [-0.006, -0.119, -0.605], [0.078, 0.736, -0.117], [0.080, 0.788, 0.050], [-0.136, -0.257, 0.499], [0.386, 0.049, 0.114], [-0.147, 0.206, -0.139], [-0.137, -0.193, -0.002], [-0.009, 0.002, -0.031], [-0.206, -0.135, 0.209], [-0.137, -0.046, 0.126], [0.010, -0.087, -0.157], [0.220, 0.071, -0.029], [-0.257, 0.019, -0.167], [-0.020, 0.171, -0.143], [0.141, -0.087, -0.166], [0.105, 0.017, -0.130], [-0.013, 0.011, 0.148], [-0.158, -0.094, -0.102], [0.009, 0.209, 0.073], [0.174, -0.080, -0.050], [-0.244, 0.114, -0.231], [-0.047, -0.042, -0.164], [0.056, -0.116, 0.300], [-0.032, 0.202, 0.316], [0.072, 0.159, -0.023], [-0.008, 0.039, 0.094], [0.008, -0.214, -0.007], [-0.023, -0.112, -0.180], [0.063, -0.054, -0.152], [0.049, -0.103, 0.020], [0.006, 0.035, 0.002], [-0.147, 0.048, 0.026], [0.148, 0.129, -0.037], [0.120, -0.230, 0.019], [-0.012, 0.014, -0.007], [-0.059, -0.022, 0.020], [-0.060, -0.025, -0.003], [0.015, -0.023, 0.001], [0.011, 0.088, 0.006], [0.016, 0.061, -0.029], [-0.070, -0.025, -0.008]], "mulliken_charge": [-1.392, 0.183, 0.134, -1.560, 0.134, 1.178, -0.406, -0.122, -1.343, 0.543, -0.473, -0.501, -2.668, -0.599, 2.010, -0.306, -0.886, -0.557, 1.109, -0.307, -0.318, 0.652, -0.298, -0.318, 0.405, -0.314, 0.136, 0.185, -0.424, -0.404, 0.977, -0.731, -0.496, -0.491, 1.138, -0.256, -0.270, -0.314, -1.180, -0.940, -0.874, -0.398, 0.970, -0.246, -0.298, -0.276, 0.742, 0.315, 0.330, 0.532, 0.327, 0.920, 0.404, 0.259, 0.217, 0.108, 0.220, 0.556, 0.395, 1.740, 0.380, 0.383, 0.359, 0.540, 0.453, 0.560, 0.477, 0.111, -0.579, 0.168, -0.898, -1.051, 0.259, 0.314, 0.314, 0.313, 0.337, 0.302, 0.404]}

=====

Number 3 is which compound? C25H27F12I2N2O10P